ORCA calculation (the ωB97M-V functional and the def2-TZVPD basis) on C32H29Cl5N5O4S2Tc as an isolated structure.

Element x y z (Å)
Tc (-0.50, 1.06, 0.16)
Cl (-6.75, 4.06, 0.49)
Cl (-1.50, 3.00, 1.36)
Cl (-3.85, 5.09, 1.16)
Cl (-7.23, 1.01, 0.05)
Cl (-4.86, -0.99, 0.23)
S (-2.75, -0.09, -2.57)
S (-1.75, -1.83, -3.17)
O (1.66, 2.42, 0.77)
O (-2.15, -2.18, -4.50)
O (-0.30, -1.24, -3.23)
O (-1.85, -2.81, -2.13)
N (2.70, -0.02, 3.04)
N (0.98, 0.48, 1.69)
N (-1.30, 1.90, -1.53)
N (0.89, -1.52, 2.88)
N (0.45, 0.03, -1.31)
C (-1.99, -3.26, 2.20)
C (3.02, 2.07, -3.48)
C (-5.44, 2.95, 0.61)
C (4.15, 0.35, -1.06)
C (2.83, 0.65, -1.40)
C (1.16, -2.66, -0.54)
C (-1.49, 3.09, -1.99)
C (4.49, -0.86, -0.48)
C (-1.29, 0.97, -2.70)
C (-3.13, 2.49, 0.97)
C (0.00, 0.11, -2.61)
C (-1.43, 1.87, -3.89)
C (-1.59, 3.12, -3.46)
C (1.31, -3.70, -1.64)
C (1.83, -0.31, -1.15)
C (-2.18, -3.02, 3.56)
C (3.51, -1.82, -0.29)
C (-2.15, -0.89, 1.73)
C (-2.37, -0.67, 3.10)
C (3.07, 1.25, 2.44)
C (-3.28, 1.12, 0.76)
C (-1.99, -2.20, 1.30)
C (-2.38, -1.72, 4.00)
C (3.53, -0.77, 3.94)
C (-5.65, 1.58, 0.41)
C (2.55, 1.99, -2.03)
C (2.18, -1.57, -0.64)
C (-2.06, 0.28, 0.82)
C (-4.58, 0.69, 0.50)
C (-4.16, 3.41, 0.89)
C (1.87, 1.49, 1.54)
C (1.50, -0.39, 2.56)
H (-1.89, -2.40, 0.24)
H (-1.44, 1.50, -4.90)
H (1.48, 2.22, -1.96)
H (2.50, 1.35, -4.11)
H (1.25, -3.23, -2.63)
H (3.97, 1.16, 1.84)
H (-1.86, -4.27, 1.84)
H (4.91, 1.10, -1.24)
H (3.37, -0.49, 4.98)
H (1.20, -2.10, 3.64)
H (3.35, -1.84, 3.82)
H (3.76, -2.79, 0.11)
H (4.08, 1.86, -3.56)
H (-2.52, 0.34, 3.45)
H (-2.55, -1.52, 5.06)
H (-2.18, -3.85, 4.26)
H (5.52, -1.07, -0.22)
H (2.84, 3.07, -3.89)
H (0.17, -2.22, -0.58)
H (3.05, 2.76, -1.44)
H (-1.76, 4.01, -4.05)
H (3.18, 2.05, 3.18)
H (-1.51, 3.94, -1.32)
H (4.58, -0.60, 3.68)
H (1.25, -3.16, 0.44)
H (2.28, -4.20, -1.58)
H (-0.04, -1.69, 2.50)
H (0.53, -4.45, -1.58)
H (0.74, 0.46, -3.33)

## Properties
- HOMO energy: -0.2475 Eh
- Kohn-Sham gap: 6.41 eV



ORCA calculation (the ωB97M-V functional and the def2-TZVPD basis) on C32H29F6MoN8O18P2S4 as an isolated structure.

Element x y z (Å)
Mo (-0.08, 0.18, 0.20)
S (3.94, -2.51, -3.72)
S (-2.75, -3.34, -1.82)
S (-0.12, -3.84, -0.56)
S (1.53, -1.45, -3.11)
P (-1.50, -2.17, 2.36)
P (1.34, -2.01, 2.14)
F (4.41, -2.50, -1.10)
F (1.33, -2.72, -5.48)
F (5.48, -0.99, -2.23)
F (-0.53, -1.92, -4.72)
F (0.29, -3.72, -3.86)
F (6.07, -3.06, -2.36)
O (4.88, -2.43, -4.80)
O (2.99, 0.01, -1.07)
O (1.10, -1.23, 0.84)
O (3.27, -3.75, -3.49)
O (-2.51, -3.21, 2.13)
O (-1.32, 1.05, -1.05)
O (1.15, -0.93, 3.37)
O (3.40, 3.63, -3.72)
O (2.50, 5.07, 4.98)
O (1.48, -2.19, -1.89)
O (-2.50, 3.37, -1.67)
O (0.56, 5.71, 5.67)
O (-1.45, -0.99, 1.39)
O (-1.60, -1.58, 3.84)
O (2.59, -2.74, 2.32)
O (0.00, -2.85, 2.37)
O (0.05, 3.30, -0.40)
O (0.76, -0.23, -3.17)
N (-1.32, 1.56, 1.40)
N (-1.09, -1.39, -1.22)
N (1.31, 1.51, -0.92)
N (1.29, 5.02, 4.98)
N (3.18, 1.84, -2.36)
N (-2.03, -0.82, -2.08)
N (2.96, -1.24, -3.77)
N (1.24, 1.29, 1.67)
C (-4.44, 1.34, -4.72)
C (-1.41, -5.08, -0.29)
C (0.95, 2.81, -1.08)
C (-2.04, 0.46, -1.98)
C (-3.92, 3.36, -3.52)
C (2.50, 1.06, -1.44)
C (-3.08, 2.65, -2.66)
C (2.53, 1.07, 1.76)
C (1.65, 3.71, -2.09)
C (0.69, 2.26, 2.43)
C (3.34, 1.83, 2.60)
C (0.15, 3.05, -4.06)
C (-2.85, 3.20, 3.05)
C (-2.63, 1.55, 1.32)
C (-2.29, -5.06, -1.52)
C (0.64, 4.03, 4.06)
C (-4.58, 2.72, -4.55)
C (5.01, -2.24, -2.24)
C (0.58, 4.17, -3.11)
C (-1.27, -2.68, -1.17)
C (2.20, 4.93, -1.34)
C (1.41, 3.07, 3.30)
C (-3.44, 2.35, 2.15)
C (2.80, 3.06, -2.83)
C (-3.61, 0.64, -3.88)
C (-1.45, 3.22, 3.13)
C (-0.70, 4.09, 4.00)
C (3.22, 4.58, -0.26)
C (2.80, 2.83, 3.37)
C (-2.92, 1.27, -2.84)
C (0.61, -2.53, -4.37)
C (-0.74, 2.36, 2.31)
H (-0.27, 4.54, -2.54)
H (-5.21, 3.29, -5.22)
H (3.59, 5.48, 0.23)
H (1.35, 5.45, -0.89)
H (4.40, 1.63, 2.63)
H (2.76, 3.95, 0.51)
H (-0.91, -6.04, -0.16)
H (-0.74, 3.35, -4.62)
H (3.97, 1.38, -2.80)
H (0.94, 2.82, -4.77)
H (-4.97, 0.83, -5.52)
H (2.93, 0.27, 1.14)
H (-3.47, -0.43, -3.99)
H (1.00, 5.00, -3.68)
H (-1.22, 4.81, 4.62)
H (-1.76, -5.43, -2.40)
H (-3.44, 3.84, 3.69)
H (-4.51, 2.28, 2.06)
H (1.99, -0.86, 3.83)
H (-1.79, 2.87, -1.23)
H (-0.09, 2.13, -3.52)
H (-1.97, -4.82, 0.61)
H (2.66, 5.59, -2.08)
H (3.42, 3.42, 4.02)
H (-3.08, 0.89, 0.59)
H (4.07, 4.04, -0.67)
H (-0.81, -1.07, 4.05)
H (-3.22, -5.62, -1.37)
H (-4.02, 4.43, -3.35)

## Properties
- <S²>: 2.01
- Net charge: -1
- 2S+1: 3
- HOMO energy (alpha / beta): -0.2149 / -0.2194 Eh
- Kohn-Sham gap (alpha / beta): 5.66 / 5.80 eV



ORCA calculation (the ωB97M-V functional and the def2-TZVPD basis) on C32H29N3O6PtS2Se as an isolated structure.

Element x y z (Å)
Pt (1.04, -0.40, 0.96)
Se (3.76, -1.52, -0.48)
S (1.29, -0.56, -2.19)
S (-6.61, 2.61, -2.68)
O (-4.58, 2.20, -4.33)
O (3.24, -0.73, 0.83)
O (4.72, -0.67, -1.41)
O (2.27, -1.80, -1.44)
O (1.50, 0.60, -1.28)
O (4.28, -2.98, -0.12)
N (1.50, -1.14, 2.98)
N (1.62, 1.43, 2.11)
N (0.54, -2.68, 1.00)
C (-5.72, 2.56, -4.24)
C (1.94, -2.40, 2.93)
C (-0.86, 1.45, -2.82)
C (1.69, -0.40, 5.29)
C (1.62, 1.19, 3.44)
C (-5.33, 1.98, -1.61)
C (1.72, 0.67, 6.19)
C (0.55, -4.69, -0.28)
C (1.64, -0.17, 3.92)
C (-4.49, 2.86, -0.95)
C (2.11, 0.98, -4.37)
C (-0.54, -0.01, -2.98)
C (1.68, 1.97, 5.76)
C (3.41, -4.23, 3.56)
C (2.94, -5.01, 2.54)
C (1.50, 3.77, 2.51)
C (-3.17, 0.99, -0.17)
C (0.10, -3.40, -0.02)
C (-1.97, 0.50, 0.42)
C (2.40, -0.30, -3.61)
C (-6.58, 3.00, -5.40)
C (-3.42, 2.37, -0.23)
C (-4.07, 0.12, -0.79)
C (1.62, 2.26, 4.38)
C (1.56, 2.67, 1.66)
C (1.46, -3.21, 1.83)
C (2.92, -2.94, 3.77)
C (1.54, 3.57, 3.87)
C (-5.14, 0.61, -1.51)
C (1.96, -4.52, 1.65)
C (1.48, -5.25, 0.55)
C (-0.89, 0.08, 0.80)
H (-0.66, -2.92, -0.63)
H (3.38, -0.28, -3.14)
H (1.87, -6.25, 0.37)
H (1.20, 0.91, -4.98)
H (1.75, 0.46, 7.26)
H (2.95, 1.20, -5.03)
H (-7.53, 3.40, -5.06)
H (2.01, 1.81, -3.67)
H (1.67, 2.79, 6.47)
H (-5.82, -0.07, -2.01)
H (-6.04, 3.75, -5.98)
H (2.31, -1.20, -4.23)
H (1.65, -1.42, 5.65)
H (-0.26, 2.09, -3.47)
H (1.51, 4.40, 4.56)
H (-0.46, -0.37, -4.01)
H (-3.89, -0.95, -0.73)
H (-0.71, 1.75, -1.79)
H (0.16, -5.23, -1.14)
H (-1.19, -0.64, -2.39)
H (-4.66, 3.93, -1.03)
H (-1.92, 1.61, -3.07)
H (1.59, 2.77, 0.58)
H (4.20, -4.61, 4.20)
H (3.35, -2.32, 4.55)
H (-6.75, 2.14, -6.04)
H (-2.73, 3.05, 0.27)
H (3.35, -6.00, 2.37)
H (1.44, 4.77, 2.10)

## Properties
- <S²>: 6.09
- 2S+1: 5
- HOMO energy (alpha / beta): -0.2389 / -0.2797 Eh
- Kohn-Sham gap (alpha / beta): 5.96 / 5.26 eV



Strongest force on any atom
In order: 0.55; 1.13; 1.01
Unit: eV Å⁻¹
E_tot
In order: -135776.35728; -162521.99468; -140665.12173
Unit: eV